1.
Density functional theory data (ωB97M-V with the def2-TZVPD basis set) for a cluster of 2 separate species, CH8N3O2P in total at a distorted geometry.

HOMO-LUMO gap (alpha / beta) ... 8.47 / 9.22 eV
Largest force on an atom ... 1.4 eV Å⁻¹
LUMO level (alpha / beta) ... -0.07 / 0.09 eV
Highest occupied orbital energy (alpha / beta) ... -8.54 / -9.13 eV

Geometry as ORCA input:
```
! RIJCOSX wB97M-V def2-TZVPD def2/J DEFGRID3
* xyz 0 1
C 3.0553 0.6741 0.7492
N -0.7624 -0.0599 0.2959
N -2.7702 -1.7116 0.1846
N 1.5968 2.1479 -0.1816
O -0.8141 -1.7732 -1.6756
O 2.7942 1.8157 0.2526
P -1.6460 -0.9425 -0.8018
H 2.3142 -0.1042 0.8421
H -2.5057 -0.0892 -1.4903
H 4.0743 0.5289 1.0547
H -0.0104 0.4850 -0.1174
H -1.3163 0.5048 0.9197
H -3.3724 -2.2882 -0.3912
H -2.3119 -2.2989 0.8700
H 1.6747 3.1113 -0.5110
*
```

The net atomic charges from Mulliken, expressed in e, are: C -0.25; N -0.47; N -0.62; N -0.52; O -0.64; O -0.03; P 0.62; H 0.28; H 0.06; H 0.29; H 0.32; H 0.25; H 0.26; H 0.27; H 0.19

2.
Density functional theory data (ωB97M-V with the def2-TZVPD basis set) for a structure of composition C27H49IN6O3PbSSi at a distorted geometry.

HOMO-LUMO gap (alpha / beta) ... 3.32 / 3.32 eV
Largest force on an atom ... 4.5 eV Å⁻¹
LUMO level (alpha / beta) ... -9.67 / -9.67 eV
Highest occupied orbital energy (alpha / beta) ... -12.99 / -12.99 eV

Geometry as ORCA input:
```
! RIJCOSX wB97M-V def2-TZVPD def2/J DEFGRID3
* xyz 2 1
Pb 0.2593 0.1320 -0.3217
C -0.2335 -3.3364 4.8030
C 0.6815 -2.8558 3.8758
C 0.2408 -2.1922 2.7462
C -1.1268 -1.9880 2.5501
C -2.0514 -2.4913 3.4801
C -1.5987 -3.1652 4.5935
N -1.5230 -1.2582 1.4294
N -2.7371 -1.1456 1.2368
C -3.2441 -0.4321 0.1544
C -4.6271 -0.4315 0.0077
C -5.1710 0.2278 -1.0847
C -4.3190 0.8696 -1.9681
C -2.9495 0.8284 -1.7252
N -2.4275 0.1948 -0.6893
H 0.1174 -3.8393 5.6937
H 1.7414 -2.9956 4.0436
H 0.9267 -1.8307 1.9995
H -3.1056 -2.3268 3.3093
H -2.3050 -3.5548 5.3133
H -5.2403 -0.9445 0.7336
H -6.2402 0.2404 -1.2422
H -4.7000 1.4003 -2.8284
H -2.2500 1.3264 -2.3832
I 2.6197 1.0757 -1.5679
O 1.4666 -2.0324 -0.1199
S 1.7081 -3.1185 -1.1532
C 1.6771 -4.6590 -0.1722
C 3.0701 -4.8107 0.4144
C 4.0275 -4.4875 -0.7279
C 3.5351 -3.1858 -1.3544
H 1.4394 -5.4685 -0.8651
H 0.8828 -4.5643 0.5666
H 3.2290 -5.8163 0.8012
H 3.2068 -4.1045 1.2364
H 4.0028 -5.2913 -1.4654
H 5.0544 -4.3938 -0.3770
H 3.7546 -3.1194 -2.4190
H 3.9248 -2.3007 -0.8544
C -1.9947 2.4649 1.6797
C -1.0248 3.3364 0.9076
O -0.8056 2.7784 -0.3850
C -0.1164 3.6691 -1.2687
C -0.3278 3.2250 -2.7016
H -2.1743 2.8884 2.6665
H -1.6033 1.4517 1.7936
H -2.9458 2.4105 1.1515
H -0.0665 3.4218 1.4368
H -1.4388 4.3439 0.8009
H 0.9500 3.6832 -1.0169
H -0.5071 4.6818 -1.1320
H -0.0340 2.1825 -2.8369
H 0.2756 3.8404 -3.3673
H -1.3744 3.3402 -2.9821
C -1.4056 -3.6287 -3.0452
Si -0.7699 -1.9331 -3.5558
C 0.7119 -2.1391 -4.8281
C -2.0088 -1.1967 -4.8650
O -0.3864 -0.9197 -2.4240
H -1.1280 -4.4012 -3.7635
H -2.4956 -3.6318 -2.9832
H -1.0290 -3.9233 -2.0671
H 0.4586 -2.9361 -5.5226
H 1.5805 -2.3966 -4.2250
H 0.8869 -1.2061 -5.3556
H -2.1106 -1.9025 -5.6856
H -1.6495 -0.2379 -5.2290
H -2.9592 -1.0759 -4.3452
C 3.0754 1.3056 5.1123
N 2.1541 1.5792 4.0156
C 0.9317 2.2575 4.4040
C 2.2338 0.9489 2.8200
N 1.2027 0.7467 2.0497
N 3.5128 0.5299 2.4767
C 3.7063 -0.7313 1.8082
C 4.5191 1.5455 2.2261
H 3.3669 2.2358 5.5988
H 3.9624 0.8011 4.7491
H 2.5881 0.6664 5.8543
H 1.1585 2.9271 5.2306
H 0.1557 1.5591 4.7372
H 0.5481 2.8573 3.5776
H 0.3383 1.0065 2.5161
H 2.9787 -1.4583 2.1616
H 4.7163 -1.0863 2.0232
H 3.6038 -0.6480 0.7231
H 4.3127 2.4394 2.8093
H 4.5387 1.8165 1.1633
H 5.5082 1.1658 2.4872
*
```

The net atomic charges from Mulliken, expressed in e, are: Pb 2.57; C -0.66; C -0.92; C 1.53; C -0.61; C -0.54; C -0.75; N 1.49; N -0.90; C -0.38; C -0.42; C -0.67; C -0.81; C -0.79; N 1.24; H 0.47; H 0.48; H -0.40; H 0.52; H 0.43; H 0.59; H 0.46; H 0.53; H 0.44; I -0.09; O -1.09; S 0.57; C -0.88; C -0.31; C -0.75; C -0.50; H 0.49; H 0.37; H 0.48; H 0.07; H 0.35; H 0.39; H 0.40; H 0.11; C -0.75; C -0.38; O 0.07; C -0.37; C -1.10; H 0.48; H -0.13; H 0.34; H 0.27; H 0.45; H 0.32; H 0.38; H 0.15; H 0.42; H 0.32; C -1.17; Si 0.46; C -0.92; C -1.25; O -0.55; H 0.37; H 0.38; H 0.26; H 0.38; H 0.06; H 0.29; H 0.40; H 0.33; H 0.28; C -1.08; N 0.12; C -0.85; C -0.09; N 0.05; N 0.30; C -0.54; C -1.00; H 0.36; H 0.36; H 0.37; H 0.36; H 0.32; H 0.18; H -0.37; H -0.10; H 0.41; H -0.01; H 0.38; H 0.21; H 0.32

3.
Density functional theory data (ωB97M-V with the def2-TZVPD basis set) for a structure of composition C38H33BrN4O2P2PtS at a distorted geometry.

HOMO-LUMO gap (alpha / beta) ... 3.09 / 3.09 eV
Largest force on an atom ... 2.9 eV Å⁻¹
LUMO level (alpha / beta) ... -8.96 / -8.95 eV
Highest occupied orbital energy (alpha / beta) ... -12.05 / -12.05 eV

Geometry as ORCA input:
```
! RIJCOSX wB97M-V def2-TZVPD def2/J DEFGRID3
* xyz 2 1
Pt -0.1508 -0.6489 -1.6826
N -3.2355 -3.8094 -2.2185
C -2.4884 -2.7138 -2.0508
S -1.2351 -2.7994 -0.8597
N -2.7858 -1.6652 -2.7819
N -2.1221 -0.5352 -2.7243
C -2.6174 0.4810 -3.3841
C -2.1756 1.8199 -3.4292
C -3.0194 2.7439 -4.0815
C -2.7894 4.0946 -4.0549
C -1.6704 4.5995 -3.3591
C -0.7890 3.7501 -2.7642
C -0.9592 2.3246 -2.8081
O -0.0555 1.5946 -2.3267
H -3.1142 -4.6092 -1.6174
H -4.0084 -3.7933 -2.8655
H -3.5461 0.2814 -3.9221
H -3.8848 2.3598 -4.6004
H -3.4677 4.7759 -4.5457
H -1.5101 5.6660 -3.3153
H 0.0964 4.1062 -2.2587
O 1.7854 -4.5854 -6.3787
C 1.3530 -3.6165 -5.5912
C 0.2755 -2.7719 -5.8869
C -0.1348 -1.8433 -4.9534
N 0.4629 -1.6776 -3.7729
C 1.5332 -2.4329 -3.5374
Br 2.4178 -2.0285 -1.9148
C 2.0124 -3.4128 -4.3692
H 1.2974 -4.6640 -7.2112
H -0.2314 -2.8452 -6.8369
H -0.9772 -1.2014 -5.1654
H 2.8681 -4.0168 -4.1148
C -0.0323 -0.0187 2.0519
P 0.1700 0.6906 0.3292
C -1.2539 1.8290 0.4025
C -1.1647 3.1534 0.8153
C -2.3243 3.9001 0.9591
C -3.5624 3.3350 0.6958
C -3.6513 2.0168 0.2747
C -2.4996 1.2680 0.1275
C 1.6843 1.6837 0.4887
C 2.0415 2.2895 1.6977
C 3.2099 3.0317 1.7759
C 4.0080 3.2045 0.6558
C 3.6557 2.6051 -0.5447
C 2.5089 1.8298 -0.6237
P 1.5425 -0.3968 2.9525
C 1.5846 -2.2076 2.8414
C 1.7754 -2.7731 1.5837
C 1.6749 -4.1397 1.4222
C 1.3792 -4.9382 2.5185
C 1.2144 -4.3749 3.7752
C 1.3497 -3.0115 3.9544
C 1.2207 -0.0589 4.7077
C 2.3288 -0.0644 5.5589
C 2.1552 0.0288 6.9271
C 0.8763 0.1426 7.4548
C -0.2232 0.1738 6.6089
C -0.0615 0.0869 5.2380
H -0.6385 -0.9267 1.9865
H -0.5686 0.7350 2.6351
H -0.1997 3.5981 1.0201
H -2.2621 4.9242 1.2936
H -4.4616 3.9170 0.8279
H -4.6161 1.5681 0.0945
H -2.5531 0.2284 -0.1797
H 1.3946 2.2406 2.5662
H 3.4888 3.4916 2.7114
H 4.9046 3.8027 0.7224
H 4.2749 2.7430 -1.4190
H 2.2402 1.3440 -1.5530
H 1.9978 -2.1312 0.7447
H 1.8364 -4.5868 0.4540
H 1.2945 -6.0061 2.4029
H 0.9797 -4.9951 4.6271
H 1.2312 -2.5745 4.9339
H 3.3221 -0.1533 5.1405
H 3.0129 0.0146 7.5817
H 0.7351 0.2137 8.5221
H -1.2189 0.2551 7.0184
H -0.9352 0.0858 4.6035
*
```

The net atomic charges from Mulliken, expressed in e, are: Pt 3.33; N -0.35; C 0.52; S -0.23; N -1.15; N 0.56; C -1.12; C 1.38; C -1.01; C -0.69; C -0.62; C -0.69; C 0.51; O -0.97; H 0.23; H 0.26; H 0.46; H 0.43; H 0.45; H 0.48; H 0.52; O -0.49; C 0.82; C -0.73; C -0.58; N -0.26; C 0.23; Br -0.04; C -0.53; H 0.33; H 0.35; H 0.43; H 0.51; C -2.07; P 0.51; C 0.62; C -0.41; C -0.72; C -0.72; C -0.72; C -0.60; C 1.05; C -0.66; C -0.84; C -0.71; C -0.81; C -0.64; P 0.17; C 0.31; C -0.05; C -0.45; C -0.65; C -0.64; C -0.48; C 0.28; C -0.30; C -0.62; C -0.46; C -0.77; C -0.01; H 0.80; H 1.00; H 0.51; H 0.49; H 0.45; H 0.51; H 0.44; H 0.62; H 0.49; H 0.44; H 0.48; H 0.14; H 0.05; H 0.47; H 0.41; H 0.43; H 0.26; H 0.39; H 0.43; H 0.42; H 0.41; H 0.42

Which of these has the highest largest force on an atom?
C27H49IN6O3PbSSi

What is the formula in the first record?
CH8N3O2P

largest force on an atom of number 3 (C38H33BrN4O2P2PtS)?
2.9 eV Å⁻¹